{"formula": "C20H24AlN4O6", "method": "ωB97M-V/def2-TZVPD", "species": ["N", "C", "C", "Al", "H", "H", "H", "H", "H", "H", "H", "H", "H", "C", "C", "C", "C", "C", "C", "N", "O", "O", "H", "H", "H", "H", "H", "C", "C", "C", "C", "C", "C", "N", "O", "O", "H", "H", "H", "H", "H", "C", "C", "C", "C", "C", "C", "N", "O", "O", "H", "H", "H", "H", "H"], "positions_angstrom": [[1.57438, 2.81128, 3.77247], [0.28296, 3.58665, 3.43711], [-0.90827, 2.62034, 2.85105], [-2.77483, 2.97413, 3.62468], [1.33722, 1.83484, 4.05899], [2.18207, 2.77211, 2.90047], [0.55720, 4.34237, 2.55853], [-0.01475, 4.21888, 4.38168], [-0.60768, 1.49011, 3.07757], [-0.97812, 2.72906, 1.67035], [-2.92868, 2.56724, 5.17217], [-3.31033, 4.46427, 3.40590], [-3.79846, 2.03800, 2.79964], [-4.38722, -3.19450, 2.49100], [-4.02032, -3.50590, 1.18083], [-3.08146, -2.71885, 0.51114], [-2.51035, -1.61993, 1.16764], [-2.88257, -1.30049, 2.48022], [-3.82464, -2.09332, 3.13871], [-1.50400, -0.80379, 0.47797], [-1.21538, -1.10730, -0.68920], [-0.99777, 0.13896, 1.10327], [-5.11551, -3.81446, 3.01105], [-4.46431, -4.36485, 0.68220], [-2.80608, -2.97479, -0.50965], [-2.45096, -0.44761, 2.99988], [-4.11792, -1.85537, 4.15881], [3.65594, 1.28277, -0.50892], [2.74200, 0.31719, -0.08406], [3.19622, -0.87210, 0.48925], [4.57405, -1.08301, 0.63712], [5.49400, -0.11867, 0.20444], [5.02785, 1.06556, -0.37001], [5.05705, -2.32009, 1.26226], [4.21257, -3.15699, 1.61461], [6.28068, -2.45502, 1.40570], [3.29683, 2.21094, -0.95020], [1.67437, 0.49311, -0.19706], [2.47120, -1.61464, 0.81534], [6.56616, -0.27150, 0.30860], [5.73394, 1.82161, -0.70626], [1.27437, -0.65130, -4.43653], [0.22118, -0.83662, -3.53953], [-1.09076, -0.56992, -3.93585], [-1.33817, -0.12034, -5.24025], [-0.28200, 0.07392, -6.14038], [1.02610, -0.19346, -5.73165], [-2.71751, 0.13741, -5.67087], [-3.62256, -0.02813, -4.83950], [-2.89845, 0.50154, -6.84164], [2.29509, -0.86598, -4.12468], [0.42282, -1.19230, -2.53137], [-1.90050, -0.71944, -3.22499], [-0.45924, 0.42709, -7.15409], [1.85252, -0.04869, -6.42398]], "mulliken_charge": [-0.684, -0.334, -0.101, 0.058, 0.270, 0.233, 0.196, 0.219, -0.077, 0.102, -0.243, -0.269, -0.224, -0.337, -0.552, -0.237, 0.079, -0.110, -0.635, 0.825, -0.537, -0.465, 0.359, 0.353, 0.417, 0.309, 0.406, -0.774, -0.354, -0.301, 0.080, -0.389, -0.312, 0.986, -0.587, -0.605, 0.439, 0.512, 0.480, 0.431, 0.375, -0.547, -0.313, -0.379, -0.003, -0.390, -0.347, 0.979, -0.580, -0.602, 0.396, 0.441, 0.573, 0.413, 0.363], "homo_ev": -4.75, "gap_ev": 5.65, "max_force_ev_per_a": 2.52, "charge": -1, "molar_mass_g_mol": 443.42}

{"formula": "C20H24AsBF6O3PdS6", "method": "ωB97M-V/def2-TZVPD", "species": ["Pd", "S", "C", "S", "C", "C", "S", "S", "S", "C", "As", "C", "C", "S", "H", "H", "H", "H", "H", "H", "H", "H", "H", "C", "C", "O", "C", "F", "F", "F", "C", "F", "F", "F", "H", "H", "H", "C", "C", "C", "C", "C", "C", "C", "C", "O", "B", "O", "C", "C", "H", "H", "H", "H", "H", "H", "H", "H", "H", "H", "H", "H"], "positions_angstrom": [[0.17412, -0.55338, -0.10707], [-0.84092, 0.35309, 6.94919], [-0.85419, 0.30441, 5.27558], [-1.48510, -0.99464, 4.36496], [-1.04504, -0.43583, 2.76856], [-0.47552, 0.77735, 2.71227], [0.01753, 1.59156, 1.25904], [-0.26177, 1.55147, 4.26959], [-1.41816, -1.46451, 1.38869], [-2.77633, -0.74341, -1.88715], [-1.94321, 0.98379, -2.14055], [-2.42267, 1.06060, -4.04509], [-0.08296, 1.41934, -2.46926], [-3.11010, 2.51920, -1.30616], [-2.31735, -1.47979, -2.54692], [-3.80726, -0.54750, -2.17548], [-2.71736, -1.06522, -0.85221], [-1.99958, 0.21326, -4.59394], [-2.04873, 1.99424, -4.46247], [-3.50827, 1.05029, -4.11868], [0.30735, 0.71818, -3.20518], [0.55308, 1.39186, -1.58992], [-0.14953, 2.43190, -2.86347], [4.50898, 0.19000, -1.04482], [3.30177, -0.45960, -0.35386], [2.14324, 0.02526, -0.83770], [3.42758, -2.00339, -0.57704], [2.66430, -2.74395, 0.23116], [4.69731, -2.46987, -0.42483], [3.07836, -2.31247, -1.84233], [3.47130, -0.20988, 1.17788], [4.60694, -0.78798, 1.67000], [2.47061, -0.66889, 1.91984], [3.59031, 1.10538, 1.41917], [4.50887, -0.11206, -2.09224], [5.45396, -0.08895, -0.57987], [4.37120, 1.26772, -0.98765], [-0.42472, -7.73387, -5.58635], [-0.55360, -7.37835, -4.10483], [-1.97497, -7.74137, -3.64978], [0.46242, -8.22087, -3.32113], [-0.30080, -5.89275, -3.83541], [0.00088, -4.98971, -4.84893], [0.21288, -3.62553, -4.59637], [0.12347, -3.20130, -3.29681], [0.26770, -1.95037, -2.78129], [0.09293, -2.06379, -1.37249], [-0.19252, -3.42891, -1.08616], [-0.16026, -4.09417, -2.26952], [-0.38548, -5.42564, -2.51077], [-0.62548, -8.79974, -5.72231], [0.58202, -7.53109, -5.95847], [-1.13970, -7.17481, -6.19356], [-2.19766, -8.78589, -3.88801], [-2.70674, -7.10557, -4.15229], [-2.09523, -7.60279, -2.57456], [0.31369, -9.28626, -3.52394], [0.36607, -8.06282, -2.24651], [1.48082, -7.95309, -3.61020], [0.08492, -5.32972, -5.87214], [0.44217, -2.93530, -5.39796], [-0.61638, -6.08408, -1.68251]], "mulliken_charge": [0.856, -0.400, 0.107, -0.156, 0.096, 0.099, -0.502, -0.138, -0.502, -0.761, 0.690, -1.232, -0.781, -0.559, 0.117, 0.510, 0.107, 0.307, 0.366, 0.363, 0.255, -0.056, 0.499, -2.143, 0.927, -0.847, 0.631, -0.260, -0.340, -0.285, 0.597, -0.319, -0.181, -0.295, 0.414, 0.387, 0.440, -2.216, 2.224, -1.646, -1.641, 0.451, -0.086, -1.966, 0.984, 0.056, -0.305, -0.044, 0.410, -1.178, 0.443, 0.418, 0.418, 0.451, 0.361, 0.330, 0.444, 0.325, 0.363, 0.435, 0.487, 0.474], "de_lowest_kj_mol": 57.7, "homo_ev": -1.12, "gap_ev": 4.73, "max_force_ev_per_a": 1.77, "charge": -2, "molar_mass_g_mol": 810.95}

{"formula": "C20H24B2F4I2NO6", "method": "ωB97M-V/def2-TZVPD", "species": ["C", "C", "O", "C", "C", "C", "O", "C", "C", "B", "O", "O", "C", "C", "C", "C", "C", "O", "N", "C", "C", "C", "C", "I", "C", "C", "I", "C", "C", "O", "H", "H", "H", "H", "H", "H", "H", "H", "H", "H", "H", "H", "H", "H", "H", "H", "H", "H", "H", "H", "H", "H", "H", "H", "B", "F", "F", "F", "F"], "positions_angstrom": [[-4.37020, 2.38118, 0.46303], [-3.47587, 3.49781, -0.23762], [-2.15660, 3.63118, 0.35824], [-1.16296, 3.00476, -0.36719], [-0.09356, 3.75129, -0.76001], [1.07832, 3.06694, -1.53613], [1.64951, 3.61162, -2.44832], [1.39392, 1.60988, -1.04856], [2.74085, 1.07574, -0.98306], [4.04448, 1.91483, -1.39863], [4.47645, 1.80349, -2.74153], [4.77537, 2.76980, -0.54459], [5.29295, 1.98659, 0.55812], [2.93499, -0.28485, -0.48507], [1.78640, -1.09528, -0.04658], [2.15995, -2.53740, 0.46796], [1.97986, -3.54042, -0.74636], [2.39629, -4.67595, -0.67059], [1.33734, -3.06735, -1.95735], [2.35821, -2.59775, -2.95701], [0.61703, -4.19319, -2.63248], [0.39698, -0.57700, -0.08404], [-0.80421, -1.43659, 0.43338], [-1.98497, -2.32650, -1.17054], [-1.69619, -0.69843, 1.52234], [-2.50434, -1.84400, 2.27424], [-0.33640, 0.24050, 2.94597], [0.23991, 0.79395, -0.60910], [-1.17143, 1.47032, -0.72176], [-2.16659, 0.89909, -1.08176], [-3.83844, 1.87355, 1.30968], [-5.39140, 2.74280, 0.72774], [-4.51977, 1.58090, -0.31917], [-4.00315, 4.47407, -0.03707], [-3.34520, 3.32955, -1.33407], [-0.02293, 4.83204, -0.50697], [5.44694, 1.71713, -2.77020], [4.57449, 1.94506, 1.42313], [6.28590, 2.37551, 0.90132], [5.46056, 0.93599, 0.17769], [3.95930, -0.72018, -0.40825], [1.53071, -2.83592, 1.35337], [3.21939, -2.54400, 0.84865], [1.93592, -2.76882, -3.98512], [3.31576, -3.18314, -2.82832], [2.52138, -1.49433, -2.87211], [0.15441, -4.80576, -1.81215], [-0.24288, -3.73961, -3.19200], [1.26508, -4.79676, -3.31489], [-0.34232, -2.30899, 0.97252], [-2.44427, 0.00383, 1.08912], [-3.12030, -1.42875, 3.10840], [-1.73196, -2.52997, 2.72830], [-3.11652, -2.46431, 1.57503], [-5.45853, 0.23602, 4.67649], [-6.87349, 0.30174, 4.78352], [-4.88203, 1.39071, 5.27091], [-4.98395, -0.92915, 5.34204], [-5.08820, 0.17654, 3.29738]], "mulliken_charge": [-0.794, -0.204, -0.422, 0.263, -0.806, -0.093, -0.582, -0.184, 0.346, 0.984, -0.575, -0.451, -0.639, -0.647, 0.549, -1.603, 0.417, -0.592, 0.451, -0.953, -1.110, 0.321, -1.305, 0.067, -0.154, -0.983, 0.046, 0.961, 0.587, -0.440, 0.177, 0.401, 0.206, 0.306, 0.257, 0.403, 0.293, 0.232, 0.273, 0.222, 0.291, 0.368, 0.439, 0.458, 0.326, 0.086, 0.388, 0.290, 0.352, 0.625, 0.264, 0.262, 0.389, 0.255, 0.579, -0.392, -0.418, -0.419, -0.367], "homo_ev": -6.98, "gap_ev": 7.97, "max_force_ev_per_a": 2.92, "charge": -1, "molar_mass_g_mol": 725.84}

{"formula": "C20H24BF4N9O3Sn", "method": "ωB97M-V/def2-TZVPD", "species": ["Sn", "N", "C", "N", "C", "N", "N", "C", "C", "C", "C", "C", "C", "N", "C", "C", "C", "C", "C", "C", "H", "H", "H", "H", "H", "H", "H", "H", "H", "H", "H", "C", "C", "N", "O", "C", "C", "N", "O", "H", "H", "H", "H", "H", "H", "H", "F", "B", "F", "F", "F", "C", "N", "C", "N", "O", "H", "H", "H", "H", "H", "H"], "positions_angstrom": [[-1.04298, 0.20897, 0.61802], [1.15061, 1.38356, -3.23100], [-0.00994, 1.22071, -2.37650], [0.08966, 0.01609, -1.61810], [0.44636, -1.10624, -2.30311], [0.33882, -2.34441, -1.78253], [-0.28320, -2.24999, -0.62721], [-0.29259, -3.25796, 0.19865], [-1.19958, -3.36138, 1.26661], [-0.90828, -4.40316, 2.17336], [-1.68094, -4.57332, 3.28675], [-2.88337, -3.83793, 3.40100], [-3.10385, -2.83442, 2.45549], [-2.31313, -2.61858, 1.42999], [1.18587, -0.96409, -3.57739], [1.74709, -2.09200, -4.20760], [2.65954, -1.94893, -5.24326], [3.04293, -0.65332, -5.66925], [2.47040, 0.47743, -5.09579], [1.60924, 0.33130, -4.03247], [1.08483, 2.30480, -3.71156], [-0.93498, 1.29102, -2.96627], [0.33990, -4.15251, -0.03745], [-0.09702, -5.09871, 1.98286], [-1.43711, -5.22716, 4.08512], [-3.62201, -4.12295, 4.19348], [-3.99916, -2.19490, 2.54982], [1.44517, -3.12988, -3.93554], [3.07093, -2.85221, -5.69972], [3.73889, -0.50953, -6.51165], [2.64629, 1.45456, -5.47972], [-3.12093, 4.40104, 1.72847], [-2.39259, 3.17569, 1.17013], [-2.24910, 1.95045, 1.74791], [-2.97841, 1.74188, 2.94919], [-1.57098, 3.26886, -0.05685], [-1.40274, 4.55551, -0.81939], [-0.90215, 2.17693, -0.38959], [0.02077, 2.34739, -1.48070], [-3.42502, 4.12066, 2.74873], [-4.00886, 4.61578, 1.17516], [-2.41845, 5.24681, 1.87759], [-2.41131, 1.02092, 3.36255], [-0.58533, 5.21341, -0.45259], [-2.30247, 5.18002, -0.73652], [-1.26292, 4.36914, -1.89512], [0.61731, -0.69679, 5.23587], [-0.31283, -1.00963, 4.30237], [-0.65812, 0.06243, 3.45900], [-1.49047, -1.46736, 4.84271], [0.23537, -2.05716, 3.43285], [3.02815, 2.01187, -0.02114], [3.15422, 0.61962, 0.39352], [2.12403, 0.08444, 1.12536], [2.28957, -1.08343, 1.76915], [1.05270, 0.72868, 1.17761], [2.63006, 2.10711, -1.07918], [4.02669, 2.45674, -0.02250], [2.39084, 2.53723, 0.66306], [3.95520, 0.06319, 0.01601], [3.18001, -1.51347, 1.85325], [1.52935, -1.38283, 2.38810]], "mulliken_charge": [0.675, -0.099, -0.020, 0.102, -0.117, -1.121, 0.653, -1.039, 1.276, -0.760, -0.327, -0.453, -0.217, -0.256, 0.480, -0.273, -0.665, -0.419, -0.575, 0.071, 0.264, 0.066, 0.252, 0.305, 0.448, 0.312, 0.339, 0.344, 0.369, 0.342, 0.409, -1.421, 0.203, 0.425, -0.558, 0.310, -1.372, 0.384, -0.373, 0.383, 0.364, 0.373, 0.467, 0.279, 0.439, 0.351, -0.314, 0.487, -0.295, -0.398, -0.496, -0.624, -0.219, 0.685, -0.198, -0.506, 0.072, 0.412, 0.170, 0.240, 0.198, 0.166], "de_lowest_kj_mol": 57.4, "homo_ev": -6.86, "gap_ev": 5.15, "max_force_ev_per_a": 5.32, "molar_mass_g_mol": 643.99}

Number 2 is which compound?
C20H24AsBF6O3PdS6